(1)
A structure of composition C13H15NTi at a distorted geometry. Source: OMol25; level of theory: the ωB97M-V functional and the def2-TZVPD basis.

Calculated values
Net charge ... 0
Total energy ... -1408.41467 Eh
Strongest force on any atom ... 6.221 eV/Å
ΔE to the lowest compared entry with this formula, charge and spin ... 0.0 kJ/mol
Orbital gap (alpha / beta) ... 6.338 / 6.339 eV

Each line ends with the Löwdin charge.
Cartesian coordinates (Å):
H (2.01702, 0.99183, -1.22945)  0.061
H (2.34862, 0.23912, 3.69625)  0.096
C (1.09893, 0.14696, 0.52621)  -0.215
C (-2.78169, -1.03127, -0.57572)  -0.220
C (-2.17829, 1.04896, 0.28420)  -0.114
C (3.40547, 0.86841, 1.90185)  -0.116
H (4.32931, 1.10283, 2.43460)  0.093
C (-0.04200, -0.39508, -2.79196)  -0.187
C (-2.65664, 0.37250, -0.87808)  -0.205
H (-2.54018, -2.09023, 1.41018)  0.109
H (1.05424, -0.67393, -2.90210)  0.097
C (2.31120, 0.34567, 2.60797)  -0.087
H (-0.71970, -1.21057, -3.16559)  0.086
H (-1.41596, 1.18997, -3.09183)  0.075
C (3.30824, 1.11206, 0.52315)  -0.102
C (-0.45687, 0.91386, -2.62631)  -0.016
C (2.11724, 0.78017, -0.16677)  -0.147
Ti (-0.50381, -1.00416, -0.60344)  0.822
H (4.14404, 1.58014, -0.00684)  0.093
H (0.32117, -0.48342, 2.44515)  0.072
H (-0.05008, -3.45176, 0.48563)  -0.046
C (-2.37970, -1.19465, 0.81117)  -0.199
C (-1.99065, 0.08920, 1.31088)  -0.135
H (-2.06990, 2.13461, 0.39551)  0.114
N (-0.18724, -2.42426, 0.50861)  -0.182
H (0.29063, 1.71697, -2.53554)  0.086
H (-3.01669, 0.85190, -1.79130)  0.095
C (1.14430, -0.02600, 1.89842)  -0.150
H (-3.21242, -1.80534, -1.21692)  0.109
H (-1.68862, 0.30552, 2.34208)  0.113

***

(2)
A cluster of 2 separate species, C13H15OP in total at a distorted geometry. Source: OMol25; level of theory: the ωB97M-V functional and the def2-TZVPD basis.

Calculated values
SMILES string ... C=C=C1C=Cc2ccccc21.CP(C)O
Net charge ... 0
Total energy ... -920.85060 Eh
Strongest force on any atom ... 4.475 eV/Å
ΔE to the lowest compared entry with this formula, charge and spin ... 400.3 kJ/mol
Orbital gap ... 8.390 eV

Each line ends with the Löwdin charge.
Cartesian coordinates (Å):
H (-1.29770, 0.43244, -3.87219)  0.086
H (3.39163, 0.19974, 0.86396)  0.091
H (-1.33694, -3.77517, 2.80248)  -0.012
H (2.04753, 3.93426, 2.23566)  0.078
C (1.49583, 2.16580, 1.47244)  -0.014
C (2.33973, -0.41110, -0.87090)  -0.015
C (-0.58070, 0.55615, -3.07233)  -0.056
C (-1.13949, 1.53656, -2.12494)  -0.110
C (0.66692, 1.21213, -0.68115)  -0.146
H (-0.90777, 2.68101, -0.33782)  0.126
C (-1.78156, -3.16157, 2.10163)  -0.263
H (-2.18854, 1.91021, -2.48575)  0.133
H (-2.57195, -3.47368, 1.38164)  0.037
C (-1.82377, -1.29027, -0.01049)  -0.302
C (-0.51921, 1.87245, -0.97545)  -0.060
H (2.94820, -1.15148, -1.31165)  0.104
P (-0.63452, -2.40385, 0.78154)  0.783
H (-2.17535, -0.35954, 0.59696)  0.096
C (1.35267, 3.09884, 2.34560)  0.042
C (2.48583, 0.14582, 0.35250)  -0.039
C (1.49608, 1.26350, 0.52581)  -0.185
C (1.25643, 0.26768, -1.53293)  -0.191
H (-1.95684, -2.21710, 2.65718)  0.034
H (0.75100, 2.91227, 3.18923)  0.055
H (1.01508, -1.35040, 1.72356)  0.019
H (-2.64705, -1.80757, -0.45611)  0.024
C (0.62399, -0.10116, -2.72917)  -0.016
O (0.08300, -1.14976, 1.60047)  -0.362
H (1.03167, -0.82442, -3.36442)  0.088
H (-1.42421, -0.71180, -0.80537)  -0.027

***

(3)
A structure of composition C13H15OsPSe2 at a distorted geometry. Source: OMol25; level of theory: the ωB97M-V functional and the def2-TZVPD basis.

Calculated values
Net charge ... +2
Total energy ... -5738.47723 Eh
Strongest force on any atom ... 6.178 eV/Å
<S²> ... 6.04
ΔE to the lowest compared entry with this formula, charge and spin ... 0.0 kJ/mol
Spin multiplicity ... 5
Orbital gap (alpha / beta) ... 5.960 / 4.470 eV

Each line ends with the Löwdin charge.
Cartesian coordinates (Å):
C (3.27194, -0.99118, 2.49388)  -0.025
H (4.01076, -1.21587, 3.27488)  0.133
C (-2.18843, 0.89309, 2.75367)  -0.021
H (-2.00502, 1.01512, 3.82221)  0.129
H (1.48853, -0.59083, -5.40470)  0.104
H (3.95645, 1.05492, 2.22290)  0.135
H (1.22163, 0.26721, -4.11862)  -0.017
H (-4.62373, 1.25981, 0.39215)  0.127
C (-1.13779, 0.46519, 1.92600)  -0.048
P (0.03966, -0.03651, -0.65853)  0.219
Os (-0.72654, 0.12377, -2.80604)  0.728
C (-3.65793, 1.02307, 0.83803)  -0.037
C (2.38991, -1.99937, 2.08745)  -0.024
H (2.28524, 1.53536, 0.42902)  0.072
H (-4.24041, 1.54119, 2.84307)  0.132
H (-2.76451, 0.50722, -1.08433)  0.038
Se (-0.20953, -1.97387, -1.89088)  0.646
C (1.43333, -1.71058, 1.09453)  -0.105
H (0.01003, -1.00059, -4.66471)  -0.010
Se (0.51594, 1.88889, -1.72929)  0.607
C (2.30205, 0.55273, 0.89364)  -0.092
H (-2.29096, 0.14977, -3.06602)  -0.017
C (0.60513, -0.12092, -4.91840)  -0.114
H (0.11489, 0.65497, -5.54459)  0.086
C (1.37253, -0.43992, 0.51438)  -0.449
C (3.24474, 0.27593, 1.89461)  -0.029
C (-3.43413, 1.19379, 2.19564)  -0.025
H (-0.15549, 0.26455, 2.35583)  0.111
H (0.72921, -2.48668, 0.76943)  0.090
C (-2.61658, 0.59945, 0.00252)  -0.115
H (2.41761, -2.99952, 2.53653)  0.131
C (-1.35854, 0.29981, 0.54573)  -0.362

***

(4)
A structure of composition C13H15PPdSe2 at a distorted geometry. Source: OMol25; level of theory: the ωB97M-V functional and the def2-TZVPD basis.

Calculated values
Net charge ... +2
Total energy ... -5775.65496 Eh
Strongest force on any atom ... 3.687 eV/Å
<S²> ... 6.02
Spin multiplicity ... 5
Orbital gap (alpha / beta) ... 8.339 / 5.008 eV

Each line ends with the Löwdin charge.
Cartesian coordinates (Å):
H (-4.19878, 1.76999, 6.74010)  0.136
H (-0.51904, -0.03885, -2.12150)  -0.076
Pd (-0.95051, 0.14810, 1.16798)  0.174
H (4.03363, -1.21309, 7.43383)  0.131
H (-1.68616, 0.29312, -0.51678)  0.150
C (1.48261, -0.51931, 4.62224)  -0.446
H (2.78195, -3.10415, 6.40724)  0.123
H (-2.06983, 1.00689, 7.81579)  0.135
H (0.60664, -0.29324, -0.82166)  0.024
H (0.28968, -1.21690, -2.46748)  0.040
H (1.15189, -2.64078, 4.52766)  0.081
H (-4.50107, 1.52034, 4.25845)  0.133
C (3.35567, -1.00962, 6.60538)  -0.008
H (-0.22284, 0.12321, 6.42963)  0.117
H (-2.62332, 0.62394, 2.86839)  0.075
Se (-0.54752, -1.92358, 2.39917)  0.758
C (-2.50176, 0.72941, 3.95658)  -0.131
C (-1.15963, 0.44154, 5.96236)  -0.025
Se (0.65065, 1.61583, 2.27673)  0.760
C (-1.30865, 0.39205, 4.54379)  -0.412
C (-2.22314, 0.92358, 6.73497)  -0.031
C (2.63351, -2.10015, 6.03565)  -0.001
C (3.18164, 0.27759, 6.12963)  -0.048
H (2.14011, 1.55156, 4.70496)  0.081
P (0.10664, -0.12820, 3.54214)  0.299
C (1.71185, -1.82718, 5.01241)  -0.097
H (3.76323, 1.12012, 6.58811)  0.147
C (2.27376, 0.55424, 5.12084)  -0.088
C (-3.39863, 1.32668, 6.13978)  -0.007
C (0.47568, -0.26060, -2.03556)  -0.035
H (0.83210, 0.64674, -2.49778)  0.049
C (-3.56032, 1.21074, 4.73589)  -0.009

***

(5)
A structure of composition C13H16Cl2N2Pb at a distorted geometry. Source: OMol25; level of theory: the ωB97M-V functional and the def2-TZVPD basis.

Calculated values
Net charge ... 0
Total energy ... -1727.64387 Eh
Strongest force on any atom ... 4.254 eV/Å
ΔE to the lowest compared entry with this formula, charge and spin ... 0.0 kJ/mol
Orbital gap (alpha / beta) ... 6.420 / 7.408 eV

Each line ends with the Löwdin charge.
Cartesian coordinates (Å):
C (-1.54181, -3.16778, 0.50973)  -0.132
H (1.94985, 1.86657, 1.82958)  0.121
H (0.97585, 5.11611, -0.06713)  0.118
C (0.75744, -3.15765, 0.24833)  -0.133
Cl (-0.55226, -1.47636, -2.78395)  -0.162
Cl (-3.42625, 0.00459, -0.68261)  -0.194
Pb (-0.89914, 0.07503, -0.81645)  0.792
H (-1.11773, 4.25440, -1.06030)  0.121
H (0.04213, 1.49136, -2.95572)  0.047
C (0.82134, -4.55660, 0.33279)  0.002
H (0.98413, 3.15211, -1.66355)  0.173
C (0.25381, 4.57531, 0.56086)  -0.210
C (-1.57593, -4.56604, 0.59881)  0.010
C (1.05592, 3.81477, 1.60732)  -0.193
C (1.17527, 1.91529, -0.13884)  -0.142
H (1.78717, -5.05658, 0.26378)  0.122
H (-2.53158, -5.06992, 0.73830)  0.125
H (-2.46686, -2.58744, 0.54566)  0.086
H (-1.35710, 3.14354, 0.32539)  0.124
C (-0.60529, 3.65027, -0.29923)  -0.159
C (-0.36607, -6.71526, 0.50907)  -0.158
H (2.82584, 2.93399, 0.76808)  0.131
C (1.80011, 2.59014, 1.01588)  -0.180
H (1.77857, 4.49615, 2.07809)  0.113
N (-0.36550, -7.88674, 0.51271)  0.162
H (1.64508, 0.98148, -0.46654)  0.086
H (-0.37257, 5.32147, 1.06175)  0.114
N (-0.39735, -2.49909, 0.35859)  -0.046
H (1.66404, -2.57259, 0.08094)  0.115
C (-0.58586, 1.73881, -2.09328)  -0.317
H (-1.52260, 2.25474, -2.32578)  0.057
C (0.28840, 2.57977, -1.00714)  -0.490
H (0.36990, 3.45707, 2.38539)  0.114
C (-0.37250, -5.26889, 0.48861)  -0.217

***

(6)
A structure of composition C13H16F6N6O4OsS3. Source: OMol25; level of theory: the ωB97M-V functional and the def2-TZVPD basis.

Calculated values
Net charge ... 0
Total energy ... -3018.76605 Eh
Strongest force on any atom ... 0.819 eV/Å
<S²> ... 6.03
ΔE to the lowest compared entry with this formula, charge and spin ... 76.5 kJ/mol
Spin multiplicity ... 5
Orbital gap (alpha / beta) ... 6.888 / 6.798 eV

Each line ends with the Löwdin charge.
Cartesian coordinates (Å):
O (0.51665, 2.91836, -2.15455)  -0.307
C (-3.09380, -1.36000, -2.53671)  0.012
C (3.19265, -1.64669, 1.76620)  -0.054
C (-2.74508, -2.63484, -2.94188)  -0.030
H (1.13078, -3.43391, 1.79319)  0.084
N (-3.57206, 1.34899, -1.30687)  0.205
F (-1.39489, 0.72292, 4.43138)  0.158
Os (0.21344, 0.17830, -0.28554)  1.389
F (-3.33790, 1.46994, 3.83912)  0.130
C (1.76667, -3.50629, 0.90996)  -0.053
H (3.63783, -1.27206, -0.94901)  0.052
H (1.82884, 3.21087, 2.78672)  0.102
F (-0.52752, 4.17671, 0.19154)  0.109
H (-1.17321, -4.11639, -2.93167)  0.115
H (1.18616, -3.94031, 0.09235)  0.064
H (3.28602, 3.34649, 1.85055)  0.098
C (-1.48525, -3.12636, -2.63232)  -0.029
C (3.24542, -2.25063, -0.68619)  -0.053
S (2.77599, 1.51423, -0.27379)  0.649
H (2.57957, -4.20269, 1.12594)  0.084
H (3.95556, -2.37778, 2.04216)  0.082
C (-2.42883, 0.82142, -1.41601)  -0.473
C (-2.17371, -0.59366, -1.83966)  -0.180
H (3.67534, -0.69925, 1.51833)  0.055
F (-1.18835, 5.36628, -1.48952)  0.149
C (-0.62227, -2.32183, -1.92053)  -0.088
F (-1.71532, 2.85878, 4.23298)  0.138
C (-2.02254, 1.65841, 3.74359)  -0.740
H (2.53157, -1.49995, 2.62237)  0.082
N (-1.23481, 1.49964, -1.13470)  -0.308
O (-0.03420, 1.83189, 2.32985)  -0.346
N (1.33213, -1.18072, 0.33896)  -0.140
C (-1.33860, 4.19573, -0.87907)  -0.679
O (-1.76366, 2.93420, -3.14162)  -0.254
C (1.95297, 2.02505, 1.12235)  -0.937
O (-1.74287, 0.17244, 1.56653)  -0.452
S (-0.89428, 2.80979, -2.01782)  0.603
H (-4.06314, -0.95406, -2.78746)  0.119
H (-3.44881, -3.23716, -3.50079)  0.118
H (2.65989, -2.62650, -1.52886)  0.068
N (2.42495, 2.87234, 2.05129)  0.131
S (-1.60383, 1.58036, 1.91042)  1.042
N (-0.95535, -1.08173, -1.54259)  -0.050
H (-4.31509, 0.69843, -1.54827)  0.058
C (2.36305, -2.13794, 0.56147)  -0.735
H (0.36499, -2.64064, -1.62206)  0.085
F (-2.59052, 4.08418, -0.45448)  0.132
N (0.77254, 1.48628, 1.19874)  -0.290
H (4.07285, -2.94061, -0.50403)  0.087